The following is a quantum chemistry calculation of a 14-piece molecular cluster, C22H30BBrCl39NO3 overall, from the Open Molecules 2025 dataset.

For the highest occupied orbital energy, the calculation gives -0.36129 Ha. The gap between HOMO and LUMO is 9.98 eV. The calculation puts the total energy at -590023.0059 eV.

Last column: Löwdin charge in e.
CARTESIAN COORDINATES (ANGSTROEM)
Cl (1.092, -0.419, -4.757)  0.510
H (2.804, -2.040, -4.790)  0.021
C (-1.767, 0.417, -1.268)  -1.499
O (1.414, -1.334, 5.050)  -0.003
C (0.471, 1.857, 3.174)  -0.152
Cl (-4.160, 4.070, 0.002)  0.480
H (3.998, 0.488, 4.308)  0.112
H (-2.304, -0.300, -0.642)  -0.032
H (3.290, 1.660, 0.938)  0.084
C (-3.195, -4.433, 1.982)  -1.518
Cl (-3.045, 4.504, 4.043)  0.521
C (-4.191, 3.155, 3.965)  -1.501
Cl (9.711, 1.523, 6.659)  0.517
Cl (-6.351, 3.936, -1.913)  0.532
C (-4.637, -3.100, -2.752)  -1.483
Cl (-3.499, 1.802, 3.053)  0.529
C (4.450, 0.218, 3.265)  -0.150
Cl (-2.503, -5.785, 1.070)  0.517
H (2.773, 0.037, -0.044)  0.037
C (-5.650, 3.224, -0.449)  -1.521
C (5.387, 1.507, 2.816)  -0.241
H (1.190, 4.190, 1.453)  0.041
N (1.312, 4.439, 2.461)  0.133
Cl (-2.151, -8.430, -10.271)  0.505
Cl (11.506, -0.595, 5.776)  0.517
H (1.004, 2.610, -3.469)  -0.004
Cl (-3.743, -2.891, -4.268)  0.512
H (4.781, 2.396, 2.347)  0.088
Cl (9.057, -0.049, 4.296)  0.528
C (1.816, -0.288, 2.562)  -0.525
Cl (-5.338, 1.496, -0.686)  0.509
H (-3.397, -4.772, 3.001)  0.020
H (0.849, 1.176, 0.849)  0.070
Cl (-2.526, 0.441, -2.868)  0.459
H (-7.990, 6.324, 5.533)  0.020
Cl (-5.763, 6.519, 4.786)  0.486
C (6.005, 2.113, 4.248)  -0.150
Cl (-5.323, -3.336, -8.768)  0.529
H (-0.609, 2.323, 3.254)  0.122
H (-5.674, -2.798, -2.919)  0.026
H (3.675, -1.409, 1.869)  0.000
C (-3.795, -3.859, -8.041)  -1.518
H (9.279, -0.790, 6.522)  0.020
C (3.556, 0.528, 0.674)  -0.088
C (9.817, -0.073, 5.896)  -1.532
Cl (-2.049, -3.084, 2.060)  0.484
O (0.753, 0.983, 4.362)  -0.070
Cl (-4.624, -4.800, -2.252)  0.525
H (-4.567, -0.774, -7.301)  -0.056
H (4.659, -5.016, 0.667)  0.021
H (6.385, 3.207, 3.979)  0.083
Cl (-3.954, -2.073, -1.480)  0.523
H (-3.997, -4.199, -7.022)  -0.003
H (3.423, 3.482, 3.687)  0.089
Cl (3.102, -0.957, -2.718)  0.518
B (1.508, 3.156, 3.252)  -0.393
C (-7.452, 7.040, 4.907)  -1.532
Cl (-3.103, -5.212, -8.953)  0.509
H (-1.139, -9.397, -8.375)  0.019
C (1.358, -0.370, 4.128)  -0.244
C (3.388, -0.280, 2.129)  -0.351
Cl (1.302, 3.694, -1.398)  0.505
C (2.737, -1.003, -4.451)  -1.523
C (5.172, -4.404, 1.413)  -1.513
C (0.937, 3.648, -3.131)  -1.529
O (2.688, 2.976, 4.157)  0.026
Cl (-2.649, -2.511, -7.963)  0.541
Cl (-4.723, -3.909, 1.254)  0.491
H (4.656, 0.529, 0.276)  0.093
Cl (-2.762, -10.983, -9.011)  0.518
H (5.220, -0.672, 3.460)  0.126
H (6.894, 1.474, 4.666)  0.016
H (6.334, 1.185, 2.191)  0.114
Cl (-4.465, 0.286, -5.199)  0.477
Cl (6.775, -5.102, 1.701)  0.520
C (0.760, 0.803, 1.953)  -0.153
Cl (3.917, -0.043, -5.361)  0.524
Br (1.192, -2.081, 1.836)  0.696
H (-4.393, 2.815, 4.984)  0.025
Cl (-8.212, 7.065, 3.306)  0.514
H (2.205, 4.975, 2.555)  0.079
C (-2.164, -9.336, -8.748)  -1.535
Cl (-3.152, -8.502, -7.536)  0.500
Cl (2.117, 4.608, -4.040)  0.526
H (5.137, 2.265, 5.041)  0.080
C (-5.292, -0.256, -6.669)  -1.537
Cl (-1.872, 2.013, -0.505)  0.489
Cl (-5.929, 1.130, -7.571)  0.533
Cl (5.316, -2.755, 0.781)  0.562
Cl (-0.708, 4.231, -3.437)  0.522
Cl (4.211, -4.418, 2.902)  0.529
Cl (-6.595, -1.389, -6.269)  0.496
Cl (-0.078, -0.105, -1.389)  0.526
Cl (-5.719, 3.679, 3.237)  0.502
H (-6.370, 3.335, 0.366)  -0.009
Cl (-7.557, 8.636, 5.670)  0.519
H (-0.247, 0.164, 1.911)  0.099


The following is a quantum chemistry calculation of a 10-piece molecular cluster, C16H52N6O10 overall, from the Open Molecules 2025 dataset.

The relative energy (zero: lowest compared OMol25 entry of this formula, charge and spin) is 559.42 kJ/mol. For the highest occupied orbital energy, the calculation gives -0.32723 Ha. The gap between HOMO and LUMO is 8.68 eV. The calculation puts the total energy at -46847.7963 eV.

Last column: Löwdin charge in e.
CARTESIAN COORDINATES (ANGSTROEM)
O (9.309, -25.193, 13.586)  -0.083
O (1.979, -31.293, 10.147)  -0.120
H (4.299, -26.071, 10.700)  0.051
C (3.898, -26.486, 5.492)  -0.384
H (3.959, -30.257, 11.333)  0.106
H (2.801, -31.406, 6.430)  0.086
H (2.275, -29.573, 14.691)  0.081
H (3.935, -30.217, 6.028)  0.046
H (9.318, -28.071, 10.784)  0.067
C (4.043, -29.003, 15.255)  -0.292
H (5.699, -29.281, 13.909)  0.093
H (8.743, -25.848, 11.669)  0.093
C (10.337, -27.855, 10.592)  -0.335
H (6.420, -29.043, 6.591)  0.080
C (5.211, -24.635, 9.893)  -0.618
H (2.977, -26.728, 3.640)  0.061
H (4.187, -29.910, 15.880)  0.128
C (2.023, -30.590, 11.358)  -0.591
H (8.275, -27.370, 7.154)  0.122
H (6.102, -28.351, 15.467)  0.089
H (6.863, -29.459, 11.631)  0.094
H (8.005, -27.554, 13.048)  0.115
H (6.618, -26.638, 12.327)  0.048
H (3.044, -29.624, 12.777)  0.060
N (4.791, -25.243, 10.921)  0.184
N (2.454, -26.247, 8.896)  0.150
H (4.440, -31.935, 6.188)  0.083
C (3.850, -31.094, 6.627)  -0.133
H (12.158, -27.789, 11.666)  0.081
H (8.694, -28.836, 5.660)  0.099
O (4.975, -25.017, 8.572)  -0.112
C (7.186, -29.814, 6.842)  -0.054
N (5.695, -23.463, 10.206)  0.156
H (6.214, -28.252, 8.936)  0.053
H (3.219, -31.224, 8.516)  0.038
C (8.321, -25.469, 12.608)  -0.358
H (0.977, -30.095, 13.091)  0.111
H (4.590, -25.911, 3.599)  0.085
C (7.448, -26.564, 13.027)  -0.115
C (8.571, -29.255, 6.624)  -0.311
H (10.641, -27.394, 12.583)  0.067
C (5.372, -28.549, 14.685)  -0.082
H (5.756, -27.374, 10.327)  0.044
H (5.992, -22.985, 9.345)  0.135
H (10.424, -26.775, 10.426)  0.112
O (5.267, -30.069, 10.441)  -0.109
O (3.048, -29.222, 14.287)  -0.084
H (4.451, -27.942, 6.632)  0.041
H (9.884, -24.430, 13.299)  0.119
C (3.084, -27.330, 9.317)  -0.637
H (5.074, -30.187, 9.497)  0.059
C (3.633, -26.060, 4.114)  -0.086
H (2.216, -26.942, 11.144)  0.147
C (6.532, -28.075, 9.967)  -0.086
O (8.800, -28.150, 7.451)  -0.097
H (6.980, -26.307, 13.957)  0.061
H (7.781, -24.501, 12.410)  0.115
C (11.119, -28.067, 11.847)  -0.090
H (0.093, -30.762, 11.740)  0.116
O (10.951, -28.667, 9.596)  -0.049
H (7.459, -27.523, 9.937)  0.055
H (6.951, -30.688, 6.293)  0.062
N (2.798, -27.580, 10.548)  0.155
C (6.575, -29.481, 10.566)  -0.250
H (3.208, -25.062, 4.103)  0.079
N (3.051, -29.966, 11.803)  0.108
H (11.199, -29.038, 12.278)  0.065
H (3.129, -28.464, 11.007)  0.079
H (2.936, -26.492, 6.017)  0.106
H (2.879, -25.831, 8.047)  0.098
H (4.436, -25.719, 5.979)  0.087
O (4.026, -30.973, 8.048)  -0.151
H (9.364, -29.953, 6.707)  0.106
H (7.425, -30.035, 10.101)  0.115
O (3.841, -28.115, 8.511)  -0.067
H (2.033, -25.599, 9.581)  0.122
H (5.998, -23.211, 11.138)  0.107
H (7.153, -30.146, 7.901)  0.075
N (0.955, -30.367, 12.091)  0.157
H (5.268, -27.568, 14.223)  0.051
O (4.468, -27.739, 5.676)  -0.080
H (4.977, -25.001, 11.861)  0.114
H (3.740, -28.143, 15.906)  0.125
H (10.308, -28.729, 8.902)  0.031


The following is a quantum chemistry calculation of C38H56AsBr3N3O2SSi4Yb as an isolated structure, from the Open Molecules 2025 dataset.

The relative energy (zero: lowest compared OMol25 entry of this formula, charge and spin) is 0.00 kJ/mol. The expectation value of S² is 0.753. For the highest occupied orbital energy (spin up / spin down), the calculation gives -0.25568 / -0.26077 Ha. Its spin multiplicity is 2. The gap between HOMO and LUMO (spin up / spin down) is 5.83 / 5.91 eV. The calculation puts the total energy at -393717.9490 eV.

Last column: Mulliken spin population.
CARTESIAN COORDINATES (ANGSTROEM)
H (-14.796, -19.347, -3.375)  0.000
C (-13.651, -15.402, -9.984)  0.000
C (-18.745, -15.354, -2.882)  0.000
H (-19.587, -17.230, -3.723)  0.000
Br (-17.857, -14.770, -4.513)  0.000
H (-20.825, -17.704, -1.647)  0.000
C (-15.236, -14.621, -0.595)  0.001
H (-11.846, -13.393, -6.381)  0.003
N (-18.667, -14.564, -1.815)  0.000
H (-20.622, -15.855, 1.539)  0.000
C (-14.112, -13.193, -10.780)  0.000
C (-11.723, -11.268, 0.487)  0.003
H (-11.173, -16.564, -2.989)  0.001
H (-16.290, -16.339, -8.586)  0.000
H (-14.986, -13.575, -0.747)  0.000
H (-12.767, -9.369, -2.008)  -0.005
H (-13.433, -18.782, -8.848)  0.000
C (-10.075, -19.050, -8.385)  0.000
Br (-17.613, -10.751, -3.721)  0.000
H (-7.961, -13.199, -2.446)  -0.005
Si (-11.264, -12.255, -3.019)  0.582
H (-18.142, -19.926, -7.125)  0.000
C (-8.751, -12.175, -5.352)  0.046
H (-8.625, -11.279, -0.197)  0.001
C (-12.426, -18.544, -8.519)  0.000
C (-11.835, -9.205, -1.471)  0.008
C (-16.276, -17.225, -7.993)  0.000
S (-15.819, -13.712, -7.101)  0.001
H (-13.272, -16.428, -10.221)  0.000
C (-19.558, -16.536, -2.898)  0.000
C (-16.117, -19.495, -6.418)  0.000
C (-11.536, -12.341, -6.530)  0.010
C (-20.287, -16.797, -1.742)  0.000
H (-11.194, -11.022, 1.405)  0.001
H (-10.851, -15.885, -0.718)  0.001
O (-14.840, -13.295, -2.883)  0.019
O (-15.074, -18.872, -2.585)  0.000
C (-9.114, -10.501, -0.796)  0.045
C (-10.619, -14.822, -0.776)  -0.004
H (-15.431, -12.042, -9.467)  0.000
Si (-10.915, -10.851, -1.207)  0.085
H (-9.938, -16.070, -4.216)  0.004
H (-11.487, -9.308, -5.140)  -0.002
C (-19.278, -14.919, -0.684)  0.000
C (-14.965, -16.797, -1.836)  -0.002
N (-14.621, -14.621, -2.964)  0.012
H (-10.098, -9.418, -6.179)  0.001
Br (-14.413, -10.386, -4.635)  0.012
H (-9.905, -9.399, -4.404)  -0.001
H (-14.146, -18.786, -5.802)  0.000
H (-12.470, -11.795, -6.803)  0.002
H (-12.091, -8.721, -0.532)  0.000
H (-16.455, -10.409, -6.105)  0.000
N (-14.740, -17.547, -2.870)  -0.001
H (-15.936, -16.828, 0.213)  0.000
C (-9.911, -17.923, -7.590)  0.000
H (-16.041, -20.410, -5.797)  0.000
H (-7.924, -14.892, -1.895)  0.002
C (-10.990, -17.032, -7.355)  0.001
H (-8.423, -10.345, -1.643)  0.001
Si (-10.530, -11.651, -5.142)  0.000
C (-15.046, -18.616, -6.426)  0.000
As (-13.748, -16.123, -7.160)  0.002
H (-9.781, -14.569, -0.141)  0.005
H (-11.281, -8.494, -2.100)  0.001
H (-12.703, -10.836, 0.526)  0.000
Yb (-15.780, -12.793, -4.589)  -0.002
H (-8.065, -11.912, -4.522)  0.001
C (-14.992, -13.908, -8.584)  0.000
H (-18.334, -17.820, -8.436)  0.000
H (-21.208, -17.314, 0.753)  0.000
Si (-10.260, -14.344, -2.599)  0.099
H (-14.109, -12.512, -11.663)  0.000
H (-10.778, -16.069, -6.901)  0.000
H (-21.984, -15.790, 0.543)  0.000
H (-14.519, -17.844, -0.051)  0.000
H (-9.185, -19.543, -8.761)  0.000
C (-14.925, -15.329, -1.886)  -0.003
C (-12.265, -17.356, -7.809)  0.000
C (-15.448, -17.485, -0.515)  0.000
C (-17.273, -19.221, -7.147)  0.000
H (-11.561, -20.144, -9.588)  0.000
H (-14.748, -15.056, 0.312)  0.001
C (-21.039, -16.275, 0.630)  0.000
H (-8.952, -17.672, -7.183)  0.000
H (-16.075, -18.333, -0.812)  0.000
H (-8.639, -13.250, -5.429)  0.001
H (-7.994, -14.523, -3.636)  0.003
C (-16.304, -9.985, -5.118)  0.010
H (-9.053, -9.595, -0.221)  0.002
C (-17.381, -18.081, -7.900)  0.000
H (-16.389, -8.883, -5.077)  0.000
C (-14.892, -12.980, -9.618)  0.000
C (-13.485, -14.430, -10.948)  0.000
H (-8.263, -11.734, -6.235)  0.002
C (-10.509, -9.783, -5.237)  0.011
H (-10.923, -12.351, -7.428)  0.001
H (-11.917, -12.313, 0.606)  -0.003
C (-20.185, -15.967, -0.581)  0.001
H (-11.476, -14.240, -0.445)  0.006
H (-11.643, -15.484, -4.366)  0.001
C (-11.360, -19.310, -8.874)  0.000
C (-10.825, -15.776, -3.669)  0.004
H (-16.315, -14.603, -0.434)  0.001
C (-8.343, -14.241, -2.657)  0.040
C (-15.132, -17.483, -7.269)  0.000
H (-12.883, -14.602, -11.811)  0.000
C (-14.246, -15.117, -8.777)  0.000
H (-19.084, -14.220, 0.156)  0.000


The following is a quantum chemistry calculation of C3H2BrClO as an isolated structure, from the Open Molecules 2025 dataset.

The relative energy (zero: lowest compared OMol25 entry of this formula, charge and spin) is 133.73 kJ/mol. For the highest occupied orbital energy, the calculation gives -0.37341 Ha. The gap between HOMO and LUMO is 10.50 eV. The calculation puts the total energy at -87753.3781 eV.

Last column: natural (NBO) charge in e.
CARTESIAN COORDINATES (ANGSTROEM)
Br (3.502, -0.417, 0.088)  -0.018
H (-0.971, 1.232, 0.681)  0.248
C (1.892, 0.613, -0.120)  0.506
C (0.252, -0.347, -0.290)  -0.256
H (0.267, -1.453, -0.524)  0.245
O (1.972, 1.750, -0.117)  -0.492
Cl (-2.288, -0.364, -0.054)  0.047
C (-0.802, 0.335, 0.085)  -0.279